The following is a DFT calculation (ωB97M-V/def2-TZVPD) of C14H14O5 in the gas phase.

Last column: natural (NBO) charge in e.
Element x y z (Å)
C 0.20 0.10 2.35  -0.723
C -0.87 -0.64 1.56  0.627
O -2.05 -0.39 1.67  -0.545
C -0.43 -1.84 0.73  -0.362
C -0.83 -3.20 1.31  -0.518
C -1.35 -3.99 0.14  0.790
O -1.49 -5.20 0.23  -0.558
O -1.35 -3.25 -1.00  -0.478
C -1.15 -1.86 -0.65  0.118
C -0.32 -1.18 -1.74  -0.443
C -0.02 0.25 -1.40  -0.031
C -1.02 1.24 -1.51  -0.208
C -0.72 2.57 -1.16  -0.236
C 0.52 2.94 -0.70  0.201
C 1.52 1.99 -0.68  0.291
C 1.27 0.67 -1.06  -0.288
O 2.70 2.58 -0.32  -0.488
C 2.35 3.97 -0.17  0.220
O 0.92 4.19 -0.33  -0.465
H 0.75 0.83 1.75  0.247
H -0.30 0.57 3.18  0.239
H 0.91 -0.66 2.74  0.222
H 0.65 -1.76 0.52  0.215
H 0.02 -3.67 1.79  0.249
H -1.60 -3.05 2.08  0.254
H -2.13 -1.34 -0.62  0.207
H -0.86 -1.23 -2.71  0.233
H 0.62 -1.74 -1.90  0.217
H -2.06 0.98 -1.81  0.224
H -1.46 3.36 -1.20  0.228
H 2.07 -0.08 -1.05  0.224
H 2.91 4.56 -0.91  0.167
H 2.60 4.29 0.85  0.169

Output
- SMILES: CC(=O)[C@H]1CC(=O)O[C@@H]1Cc1ccc2c(c1)OCO2
- Frontier orbital gap: 0.3360 Ha
- Charge: 0
- Multiplicity: 1
- HOMO: -8.563 eV
- Electronic energy: -24982.038 eV